[1]
This record from the Open Molecules 2025 dataset describes an isolated molecule of C2H4N2OS2 in a non-equilibrium geometry. The level of theory is wB97M-V/def2-TZVPD.

Last column: Löwdin charge in e.
Geometry (Å):
C1 -0.620 -1.039 0.609  -0.668
C2 1.603 0.739 -0.094  -0.395
H1 -1.475 -1.722 -2.303  -0.127
H2 -0.229 -1.099 1.577  0.065
H3 2.440 -0.084 -0.427  0.146
H4 -0.307 2.549 0.617  0.168
N1 -1.527 -1.892 0.285  -0.494
N2 1.779 1.854 0.380  -0.088
O1 0.755 2.663 0.980  -0.150
S1 -2.234 -2.152 -1.190  0.662
S2 -0.185 0.184 -0.434  0.881

Summary:
Gap between HOMO and LUMO in eV: 8.90
DFT total energy in Eh: -1059.56336
Energy relative to the best compared isomer or geometry (same formula, charge and spin) in kJ/mol: 472.4
SMILES: O/N=C\S/C=N\S
Highest occupied orbital energy in eV: -8.67

---

[2]
This record from the Open Molecules 2025 dataset describes a structure of composition C5H8O. The level of theory is wB97M-V/def2-TZVPD.

Last column: Löwdin charge in e.
Geometry (Å):
C1 1.241 0.993 -0.396  -0.088
C2 1.910 2.123 -0.196  -0.072
C3 -1.396 -1.298 -0.583  -0.051
C4 -1.597 -0.515 0.689  -0.167
O1 -0.563 -1.348 1.308  -0.086
C5 -0.474 -1.988 0.089  -0.163
H1 0.572 0.864 -1.244  0.052
H2 1.318 0.151 0.288  0.046
H3 2.580 2.246 0.651  0.046
H4 1.820 2.970 -0.872  0.044
H5 -1.283 0.533 0.690  0.108
H6 -2.548 -0.645 1.213  0.120
H7 0.231 -2.800 -0.057  0.120
H8 -1.811 -1.285 -1.579  0.091

Summary:
Gap between HOMO and LUMO in eV: 10.17
DFT total energy in Eh: -270.43835
Energy relative to the best compared isomer or geometry (same formula, charge and spin) in kJ/mol: 313.9
Highest occupied orbital energy in eV: -9.04

---

[3]
This record from the Open Molecules 2025 dataset describes a structure of composition C13H16N3O4ReSbSe4. The level of theory is wB97M-V/def2-TZVPD.

Last column: Löwdin charge in e.
Geometry (Å):
Re1 0.056 0.234 0.240  0.576
O1 -4.452 -2.868 -6.401  0.454
C1 -4.292 -1.907 -5.840  -0.111
O2 -4.152 -0.837 -5.290  0.279
C2 -3.489 -0.544 -3.979  -0.085
C3 -3.677 0.743 -3.557  0.082
C4 -3.047 1.046 -2.349  -0.043
N1 -2.310 0.166 -1.680  0.109
C5 -2.173 -1.060 -2.162  -0.167
C6 -2.765 -1.512 -3.340  0.112
C7 -1.345 -2.024 -1.355  -0.470
O3 -1.448 -3.205 -1.404  0.191
O4 -0.406 -1.411 -0.570  -0.308
H1 -4.258 1.469 -4.106  0.155
H2 -3.143 2.038 -1.925  0.137
H3 -2.627 -2.531 -3.679  0.158
Se1 2.539 2.648 3.566  0.187
Sb1 1.846 3.395 1.525  0.119
Se2 2.138 0.880 -0.129  0.264
Se3 -0.951 1.961 1.209  0.189
Se4 1.540 4.920 -0.136  0.228
C8 -0.361 -1.919 4.813  -0.037
C9 -0.034 -1.102 3.541  -0.152
N2 -0.955 -1.438 2.453  -0.220
C10 -2.335 -1.157 2.860  -0.143
C11 -2.720 -1.984 4.110  -0.038
N3 -1.523 -2.814 4.481  -0.085
C12 -1.161 -3.741 3.353  -0.034
C13 -0.823 -2.864 2.126  -0.132
H4 -0.667 -1.299 5.653  0.144
H5 0.459 -2.560 5.129  0.145
H6 0.983 -1.309 3.208  0.128
H7 -0.103 -0.033 3.745  0.106
H8 -2.999 -1.394 2.030  0.132
H9 -2.431 -0.093 3.075  0.101
H10 -3.547 -2.669 3.936  0.144
H11 -2.955 -1.363 4.973  0.144
H12 -1.751 -3.373 5.304  0.200
H13 -2.017 -4.394 3.191  0.145
H14 -0.320 -4.343 3.691  0.145
H15 -1.484 -3.104 1.296  0.115
H16 0.198 -3.056 1.799  0.136

Summary:
Gap between HOMO and LUMO (alpha / beta) in eV: 6.47 / 6.41
Net charge: +3
DFT total energy in Eh: -10893.38705
Energy relative to the best compared isomer or geometry (same formula, charge and spin) in kJ/mol: 14.6
Highest occupied orbital energy (alpha / beta) in eV: -16.69 / -16.62